A structure of composition C17H22N3O7STa. Source: OMol25; level of theory: ωB97M-V/def2-TZVPD.

Net charge: +2
E (a.u.): -1806.78911
HOMO energy (eV): -15.47
Lowest unoccupied orbital energy (eV): -6.63
HOMO-LUMO gap (eV): 8.84
ΔE to the lowest compared entry with this formula, charge and spin (kcal per mole): 5.01
Strongest force on any atom (eV/Å): 0.2

Each line ends with the natural charge from an NBO analysis.
Geometry (Å):
Ta (0.468, 0.871, 0.260)  2.206
C (-0.918, 1.447, 2.170)  -0.278
C (-0.028, 0.436, 2.600)  -0.277
C (1.282, 0.968, 2.585)  -0.234
C (1.205, 2.292, 2.124)  -0.285
C (-0.158, 2.590, 1.861)  -0.234
H (-1.985, 1.349, 2.065)  0.271
H (-0.302, -0.564, 2.896)  0.274
H (2.187, 0.440, 2.844)  0.283
H (2.046, 2.955, 1.992)  0.278
H (-0.557, 3.529, 1.509)  0.266
N (1.285, 2.977, -0.724)  -0.805
C (1.454, 3.016, -2.211)  -0.208
C (0.136, 2.591, -2.925)  -0.517
C (-0.292, 1.561, -1.961)  0.835
O (-1.028, 1.875, -0.962)  -0.693
O (0.396, 0.493, -1.819)  -0.663
H (0.711, 3.768, -0.442)  0.402
H (2.208, 3.107, -0.318)  0.431
H (2.240, 2.305, -2.458)  0.240
H (1.756, 4.010, -2.533)  0.244
H (0.364, 2.193, -3.910)  0.283
H (-0.587, 3.400, -2.984)  0.259
O (5.248, -2.848, -0.257)  -0.637
C (4.163, -3.528, 0.077)  0.775
O (4.144, -4.713, 0.234)  -0.519
C (2.886, -2.758, 0.270)  -0.205
C (1.690, -3.363, 0.622)  0.081
N (0.757, -2.405, 0.705)  -0.290
N (1.275, -1.201, 0.430)  -0.355
C (2.564, -1.409, 0.169)  0.080
C (3.299, -0.164, -0.146)  0.789
O (4.462, -0.111, -0.431)  -0.520
O (2.485, 0.879, -0.058)  -0.790
H (5.104, -1.887, -0.354)  0.510
H (1.479, -4.405, 0.808)  0.281
H (-0.224, -2.483, 0.917)  0.438
O (-1.212, -0.492, 0.251)  -0.990
S (-2.239, -0.693, -0.924)  1.233
C (-3.748, 0.150, -0.391)  -0.573
C (-4.526, -0.841, 0.466)  -0.418
C (-4.401, -2.171, -0.268)  -0.417
C (-2.913, -2.349, -0.579)  -0.558
H (-4.276, 0.382, -1.319)  0.263
H (-3.449, 1.087, 0.075)  0.261
H (-5.562, -0.524, 0.572)  0.265
H (-4.093, -0.907, 1.467)  0.217
H (-4.979, -2.152, -1.193)  0.234
H (-4.758, -3.014, 0.322)  0.263
H (-2.692, -2.997, -1.424)  0.272
H (-2.367, -2.692, 0.300)  0.232